[1]
{
  "formula": "C4H5NO5P2S",
  "method": "ωB97M-V with the def2-TZVPD basis set",
  "spin_multiplicity": 1,
  "de_lowest_kcal_mol": 1.0,
  "charge": -2,
  "homo_ev": -0.072,
  "orbital_gap_ev": 4.9,
  "elements": ["C", "C", "C", "C", "N", "O", "O", "O", "O", "O", "P", "P", "S", "H", "H", "H", "H", "H"],
  "positions_angstrom": [[0.78908, -0.38900, -1.84660], [-1.50696, -0.34588, -2.67363], [-0.11203, 0.29016, -1.02259], [0.20266, 0.88972, 0.17146], [-1.43426, 0.26577, -1.53974], [2.21236, 2.02716, 1.60376], [2.70227, 1.25205, -0.67704], [2.19901, -0.49965, 1.08539], [-0.29645, -1.03320, 2.26985], [-0.32598, 2.52640, 2.11241], [-1.02298, 1.85602, 0.89369], [1.90372, 0.86067, 0.51824], [-0.01107, -0.97953, -3.32148], [1.87755, -0.30928, -1.63786], [-2.45408, -0.30766, -3.31778], [-0.28581, -0.22219, 2.78760], [1.22633, 2.14268, 2.16283], [0.38895, -0.81145, 1.65102]]
}

=====

[2]
{
  "formula": "C4H5NO5P2S",
  "method": "ωB97M-V with the def2-TZVPD basis set",
  "spin_multiplicity": 1,
  "de_lowest_kcal_mol": 80.4,
  "charge": -2,
  "homo_ev": 0.917,
  "orbital_gap_ev": 4.0,
  "elements": ["C", "C", "C", "C", "N", "O", "O", "O", "O", "O", "P", "P", "S", "H", "H", "H", "H", "H"],
  "positions_angstrom": [[-1.08383, -0.40622, -1.87377], [-0.86520, 2.05504, -1.64058], [-0.99226, 0.15788, -0.61798], [-0.78603, -0.62768, 0.52714], [-0.85426, 1.47197, -0.51951], [2.43192, 0.71841, 1.12799], [1.98185, 0.61303, -1.36626], [2.46669, -1.49740, 0.01701], [-1.04221, -1.91434, 0.57030], [0.27885, -1.05585, 2.87874], [-0.19086, 0.12242, 2.13862], [1.77648, -0.18161, -0.12511], [-1.14822, 0.96407, -3.00491], [-1.48636, -1.29756, -2.21216], [-0.66123, 3.03979, -1.77871], [-0.87157, -2.15362, 1.47741], [2.76424, 0.01891, 1.66468], [-1.71799, -0.02723, 2.73710]]
}

=====

[3]
{
  "formula": "C4H5NOS",
  "method": "ωB97M-V with the def2-TZVPD basis set",
  "spin_multiplicity": 1,
  "smiles": "N/C=C(\\C=O)C=S",
  "de_lowest_kcal_mol": 79.0,
  "charge": 0,
  "homo_ev": -8.262,
  "orbital_gap_ev": 7.7,
  "elements": ["N", "C", "C", "C", "O", "C", "S", "H", "H", "H", "H", "H"],
  "positions_angstrom": [[-0.74354, 1.75783, -0.25262], [0.31524, 0.99683, 0.01986], [0.16157, -0.44426, 0.05429], [-1.07242, -1.19240, -0.19941], [-1.17972, -2.36782, -0.11579], [1.37580, -1.21527, 0.11668], [2.86013, -0.48182, -0.22512], [-1.60037, 1.37189, -0.34430], [-0.50504, 2.75154, 0.49954], [1.27268, 1.63682, 0.41529], [-2.09972, -0.56668, -0.43079], [1.21539, -2.24666, 0.46236]]
}